Record 1
80
Properties=species:S:1:pos:R:3 method="wB97M-V/def2-TZVPD" charge=-1 homo_ev=-3.65
K -0.0415 0.1712 0.1715
O -4.4689 0.2990 -1.4033
C -5.1117 1.1360 -0.5591
C -6.4805 1.3482 -0.7340
C -7.1656 2.2132 0.0986
C -6.4963 2.8862 1.1158
C -5.1379 2.6822 1.2869
C -4.4216 1.8107 0.4693
C -2.9393 1.6211 0.6234
O -2.3886 0.7919 -0.1962
N -2.3705 2.3030 1.5760
N -0.9951 2.0490 1.6819
C -0.4836 2.5813 2.7307
C 0.8808 2.4852 3.2229
C 1.1865 3.3531 4.2814
C 2.4282 3.4075 4.8818
C 3.4172 2.5378 4.4133
C 3.1595 1.6556 3.3929
C 1.8898 1.5703 2.7356
O 1.6950 0.7347 1.7990
H -3.4952 0.3068 -1.0135
H -6.9765 0.8186 -1.5379
H -8.2281 2.3680 -0.0500
H -7.0302 3.5684 1.7653
H -4.5866 3.1954 2.0638
H -1.1513 3.1892 3.3544
H 0.3998 4.0148 4.6331
H 2.6275 4.0986 5.6908
H 4.4052 2.5514 4.8637
H 3.9280 0.9769 3.0399
C 2.5240 1.7220 -1.3729
C 2.2180 0.7261 -2.4497
C 2.7044 0.8803 -3.7496
C 2.3103 -0.0079 -4.7276
C 1.4702 -1.0597 -4.3957
C 1.0719 -1.1845 -3.0686
N 1.4351 -0.3048 -2.1401
C 0.1972 -2.3114 -2.6157
C 0.0366 -3.4631 -3.3884
C -0.8030 -4.4605 -2.9261
C -1.4582 -4.2931 -1.7201
C -1.2359 -3.1189 -1.0003
N -0.4173 -2.1706 -1.4437
C -1.9103 -2.8883 0.3109
C -3.1701 -3.4182 0.5647
C -3.7359 -3.1858 1.8091
C -3.0415 -2.4369 2.7376
C -1.7962 -1.9044 2.3962
C -1.0644 -0.9820 3.3191
N -1.2552 -2.1512 1.2045
H 3.5161 2.1479 -1.5338
H 2.4929 1.2800 -0.3761
H 1.7993 2.5389 -1.4228
H 3.3524 1.7150 -3.9827
H 2.6442 0.1208 -5.7497
H 1.1275 -1.7490 -5.1542
H 0.5750 -3.5875 -4.3165
H -0.9351 -5.3703 -3.4983
H -2.1048 -5.0645 -1.3264
H -3.7065 -3.9636 -0.1990
H -4.7201 -3.5721 2.0427
H -3.4641 -2.2287 3.7121
H -1.0769 -1.3466 4.3478
H -1.5617 -0.0087 3.3141
H -0.0349 -0.8204 3.0018
C -1.7976 5.1074 -0.2281
C -1.2705 5.1418 -1.6622
C -1.3439 3.8028 -2.3263
N -0.3183 3.1745 -2.7910
N -0.6220 1.9675 -3.3582
C -1.8840 1.6831 -3.2751
N -2.4468 0.5240 -3.7602
S -2.8301 2.9217 -2.5145
H -1.6735 6.0808 0.2494
H -1.2793 4.3582 0.3677
H -2.8583 4.8496 -0.1981
H -0.2185 5.4296 -1.6820
H -1.8210 5.8784 -2.2545
H -1.7516 -0.2038 -3.8545
H -3.2650 0.2301 -3.2387

***

Record 2
78
Properties=species:S:1:pos:R:3 method="wB97M-V/def2-TZVPD" charge=+2 multiplicity=5 homo_ev="-13.80 / -14.47" s_squared=6.019
Os 1.4234 1.4379 0.0776
O -1.2307 4.2253 1.6090
C -0.4606 3.5700 0.9697
N 0.5201 2.6929 1.4201
C 1.0025 2.6871 2.7436
O 0.5335 3.2696 3.6854
C 2.2459 1.8244 2.8780
C 2.8643 1.6942 4.0984
C 3.9784 0.8893 4.2117
C 4.4404 0.2750 3.0460
C 3.7693 0.4547 1.8608
N 2.6715 1.2211 1.7787
C -0.5210 3.5842 -0.5457
C -1.4202 4.4195 -1.1779
C -1.5066 4.3586 -2.5487
C -0.7373 3.4595 -3.2509
C 0.1515 2.6804 -2.5511
N 0.2826 2.7300 -1.2150
H 2.4004 2.2197 4.9401
H 4.4744 0.7325 5.1476
H 5.3185 -0.3592 3.0792
H 4.0583 0.0015 0.9228
H -2.0430 5.0649 -0.5646
H -2.2239 4.9811 -3.0547
H -0.7986 3.3617 -4.3261
H 0.8268 1.9734 -3.0191
O 3.1960 1.7247 -2.8601
C 2.7938 0.7063 -2.3686
O 2.8004 0.5724 -0.9741
C 2.1873 -0.4550 -3.1338
C 2.8138 -0.7850 -4.3170
C 2.3638 -1.8423 -5.0697
C 1.2687 -2.5938 -4.6564
C 0.5848 -2.1974 -3.5126
C 1.0123 -1.1167 -2.7480
P 0.0553 -0.5736 -1.3344
C -1.5314 0.0741 -1.9438
C -2.1196 -0.2452 -3.1669
C -3.3965 0.2389 -3.4690
C -4.0784 1.0190 -2.5553
C -3.4859 1.3732 -1.3367
C -2.2194 0.8850 -1.0468
C -0.3331 -2.1129 -0.4913
C 0.7105 -2.7706 0.1369
C 0.4821 -3.9780 0.7693
C -0.7974 -4.5232 0.7849
C -1.8454 -3.8717 0.1503
C -1.6087 -2.6466 -0.4805
H 3.6960 -0.2130 -4.5959
H 2.8970 -2.0999 -5.9748
H 0.9443 -3.4521 -5.2154
H -0.2648 -2.7642 -3.1603
H -1.6045 -0.8480 -3.9015
H -3.8681 0.0025 -4.4216
H -5.0838 1.3672 -2.7824
H -4.0227 1.9837 -0.6371
H -1.7915 1.1557 -0.0901
H 1.7156 -2.3866 0.1344
H 1.3047 -4.4859 1.2547
H -0.9900 -5.4415 1.3192
H -2.8380 -4.3091 0.1483
H -2.4494 -2.1266 -0.9502
C 1.2938 -1.7721 4.0328
C -0.2074 -1.7161 3.7671
S -0.6031 -0.1777 2.8560
O 0.3696 -0.2018 1.6206
C -2.2592 -0.6643 2.2661
C -3.3052 -0.2533 3.3081
H 1.5455 -2.6982 4.5431
H 1.5329 -0.9507 4.6984
H 1.8482 -1.6871 3.0893
H -0.7813 -1.6610 4.6924
H -0.5615 -2.5576 3.1656
H -2.2437 -1.7463 2.1347
H -2.4147 -0.1796 1.3035
H -3.1494 -0.7919 4.2468
H -4.3273 -0.4706 3.0010
H -3.2550 0.8155 3.5560